Entry from OMol25: a single C9H10N2O3 molecule in a non-equilibrium geometry (ωB97M-V with the def2-TZVPD basis set).

The total energy comes out at -18609.805 eV. The calculation puts the largest force on an atom at 0.0994 Eh/bohr. The molecular weight comes out at 194.19 g mol⁻¹. The gap between HOMO and LUMO (alpha / beta) is 5.094 / 5.095 eV. For the lowest unoccupied orbital energy (alpha / beta), the calculation gives -2.19 / -2.19 eV. Its HOMO energy (alpha / beta) is -7.29 / -7.29 eV.

Last column: natural (NBO) charge in e.
Element x y z (Å)
C -3.268 0.284 0.207  -0.264
C -2.786 1.616 0.242  -0.169
C -2.357 -0.795 -0.136  -0.182
C -1.495 1.874 -0.077  -0.257
C -0.999 -0.514 -0.269  -0.072
C -0.576 0.819 -0.228  0.162
C -0.104 -1.718 -0.743  -0.541
C 0.993 -1.915 0.209  0.560
C 3.210 -1.075 0.485  -0.298
N 0.780 0.928 -0.441  -0.545
N 1.518 2.069 -0.243  0.628
O 1.032 3.132 0.050  -0.456
O 2.713 1.860 -0.309  -0.489
O 2.215 -1.680 -0.267  -0.379
H -4.247 0.167 0.386  0.204
H -3.322 2.518 0.474  0.216
H -2.613 -1.870 -0.213  0.199
H -1.227 2.856 -0.107  0.238
H -0.846 -2.634 -0.761  0.261
H 0.205 -1.316 -1.631  0.273
H 0.658 -2.095 1.301  0.222
H 2.849 -0.450 1.415  0.220
H 3.578 -0.338 -0.193  0.262
H 4.089 -1.722 0.848  0.207